A cluster of 6 separate species, C43H90N6O6 in total at a distorted geometry, computed with wB97M-V/def2-TZVPD.

Geometry as XYZ:
```
145
Properties=species:S:1:pos:R:3
N -0.27904 -0.21738 0.65590
O -0.44707 -1.03447 -0.25281
O -0.04089 -0.56848 1.77814
O -0.44790 0.99689 0.40047
C 6.06787 1.20901 -2.73890
C 5.47068 -0.19125 -2.92153
C 6.34033 -1.25926 -2.19496
C 6.22274 -1.31440 -0.70521
C 5.17430 -0.36629 -0.05376
C 3.80000 -0.34521 -0.84697
N 4.10122 -0.20973 -2.39475
O 3.06529 -0.41880 -3.25323
C 2.96917 0.92081 -0.42631
C 3.06198 -1.66321 -0.54090
C 5.56250 -0.49407 -4.48214
H 7.02366 1.31486 -3.25208
H 6.34540 1.42205 -1.70657
H 5.48705 2.05318 -3.11054
H 7.38736 -1.04724 -2.41144
H 6.05898 -2.23606 -2.58844
H 7.21916 -1.00293 -0.39180
H 5.95551 -2.30849 -0.34678
H 5.54064 0.65797 0.01558
H 4.96582 -0.56992 0.99655
H 2.23429 1.09022 -1.21330
H 3.58745 1.81077 -0.30890
H 2.48086 0.69967 0.52277
H 3.69264 -2.48458 -0.20072
H 2.54887 -2.04981 -1.42144
H 2.31476 -1.62807 0.25189
H 4.96572 0.20138 -5.07231
H 5.16627 -1.50440 -4.58377
H 6.56454 -0.62371 -4.89106
C 1.99210 0.54071 6.21808
C 1.44619 0.02867 4.81918
C 0.61754 -1.22620 5.04804
C -0.74168 -1.00825 5.75087
C -1.61245 0.02007 4.93886
C -0.94048 1.38550 4.67852
N 0.47701 1.04549 4.18981
O 0.99209 1.97611 3.33676
C -0.86472 2.18115 6.01668
C -1.71492 2.17004 3.53949
C 2.60158 -0.38384 3.85894
H 3.03983 0.33301 6.43538
H 1.38327 0.20546 7.05774
H 1.97546 1.63030 6.19339
H 1.23429 -1.93452 5.60120
H 0.43453 -1.82216 4.15393
H -0.73237 -0.74127 6.80763
H -1.24592 -1.97349 5.79720
H -2.53312 0.16059 5.50518
H -1.92959 -0.34929 3.96362
H -0.07515 2.05680 6.75777
H -1.81305 2.07794 6.54406
H -0.72386 3.20607 5.67348
H -1.39459 3.21049 3.48521
H -2.78939 2.14147 3.72057
H -1.61032 1.70404 2.55970
H 2.27556 -0.85451 2.93143
H 3.23257 -1.15654 4.29813
H 3.14926 0.46404 3.44754
C 0.25612 5.00242 -0.50920
C -1.32445 5.06012 -0.51441
C -1.80549 4.99474 0.94355
C -3.27427 5.20579 1.05542
C -3.56244 6.62142 0.53271
C -3.11297 6.95996 -0.90653
N -1.74551 6.37410 -1.11959
O -1.15942 6.73871 -2.39161
C -3.04754 8.51433 -1.05225
C -4.09785 6.33504 -1.94206
C -1.84807 3.78633 -1.40437
H 0.65289 5.00541 -1.52442
H 0.59261 4.00714 -0.21887
H 0.76120 5.73698 0.11802
H -1.23392 5.74294 1.49274
H -1.53413 4.04407 1.40254
H -3.54801 5.07412 2.10224
H -3.80484 4.44388 0.48438
H -2.98620 7.28817 1.17419
H -4.63541 6.79835 0.60712
H -2.43487 8.98845 -0.28547
H -4.01606 9.01412 -1.06866
H -2.52504 8.76421 -1.97564
H -4.15666 5.26014 -1.77108
H -3.88984 6.60499 -2.97741
H -5.13510 6.63468 -1.79232
H -2.92800 3.71973 -1.53640
H -1.44912 2.88977 -0.92989
H -1.39347 3.85970 -2.39232
C 1.39561 -3.32829 -4.63572
C -0.05466 -3.03613 -4.26957
C -0.24499 -1.56857 -3.77038
N -1.76603 -1.17950 -3.87720
C -2.66557 -2.19960 -3.19848
C -2.08119 -0.92452 -5.38383
C -3.30320 0.02872 -5.35342
C -3.34861 0.77928 -4.03275
C -2.04274 0.23991 -3.29533
H 1.46009 -3.29366 -5.72326
H 1.70658 -4.32242 -4.31462
H 2.08219 -2.64273 -4.13900
H -0.36115 -3.67281 -3.43963
H -0.66907 -3.37946 -5.10187
H 0.29686 -0.84135 -4.37508
H 0.03957 -1.33264 -2.74497
H -2.25593 -2.31685 -2.19522
H -2.54055 -3.16364 -3.69154
H -3.69876 -1.85365 -3.16815
H -2.29606 -1.91224 -5.79170
H -1.25607 -0.44027 -5.90611
H -4.17355 -0.61956 -5.45501
H -3.20261 0.69573 -6.20963
H -4.12682 0.60995 -3.28856
H -3.32632 1.83737 -4.29363
H -2.16594 0.16572 -2.21486
H -1.16530 0.86517 -3.46040
C -3.29045 -3.41716 3.93007
C -2.90982 -4.31146 2.66445
C -1.43439 -4.25654 2.25667
N -1.08672 -4.97585 0.91804
C -1.85267 -4.41933 -0.31152
C -1.32910 -6.50670 1.02467
C -0.34438 -7.21208 -0.00168
C 0.77344 -6.15880 -0.27259
C 0.41942 -4.89912 0.61017
H -2.92900 -3.93639 4.81768
H -4.37774 -3.35855 3.97961
H -2.77722 -2.45826 4.00227
H -3.53705 -3.96371 1.84362
H -3.22225 -5.34026 2.84348
H -0.63327 -4.47969 2.96130
H -1.24218 -3.24476 1.89964
H -1.78617 -3.33292 -0.25340
H -2.84548 -4.86705 -0.26694
H -1.47220 -4.82763 -1.24781
H -2.33869 -6.69861 0.66133
H -1.22759 -6.90000 2.03617
H -0.94157 -7.53065 -0.85607
H -0.03011 -8.16742 0.41861
H 0.92066 -5.95155 -1.33253
H 1.76645 -6.46709 0.05451
H 0.64175 -3.93675 0.14917
H 0.94622 -4.97217 1.56161
```

Values from the calculation:
net charge	+4
orbital gap	5.5	eV
multiplicity	1
relative energy (zero: lowest compared OMol25 entry of this formula, charge and spin)	2.540	eV
LUMO level	-11.86	eV

Here are the Löwdin charges for atoms 1 to 99, given in e: atom 1 (N): -0.638, atom 2 (O): -0.061, atom 3 (O): -0.016, atom 4 (O): -0.061, atom 5 (C): 0.009, atom 6 (C): -0.430, atom 7 (C): -0.104, atom 8 (C): -0.148, atom 9 (C): -0.109, atom 10 (C): -0.349, atom 11 (N): 0.119, atom 12 (O): 0.123, atom 13 (C): 0.016, atom 14 (C): -0.003, atom 15 (C): 0.007, atom 16 (H): 0.117, atom 17 (H): 0.086, atom 18 (H): 0.106, atom 19 (H): 0.147, atom 20 (H): 0.133, atom 21 (H): 0.131, atom 22 (H): 0.116, atom 23 (H): 0.101, atom 24 (H): 0.129, atom 25 (H): 0.084, atom 26 (H): 0.094, atom 27 (H): 0.079, atom 28 (H): 0.090, atom 29 (H): 0.074, atom 30 (H): 0.075, atom 31 (H): 0.096, atom 32 (H): 0.082, atom 33 (H): 0.112, atom 34 (C): 0.028, atom 35 (C): -0.387, atom 36 (C): -0.148, atom 37 (C): -0.125, atom 38 (C): -0.126, atom 39 (C): -0.392, atom 40 (N): 0.131, atom 41 (O): 0.144, atom 42 (C): 0.029, atom 43 (C): -0.005, atom 44 (C): -0.020, atom 45 (H): 0.106, atom 46 (H): 0.092, atom 47 (H): 0.086, atom 48 (H): 0.139, atom 49 (H): 0.107, atom 50 (H): 0.119, atom 51 (H): 0.104, atom 52 (H): 0.132, atom 53 (H): 0.100, atom 54 (H): 0.082, atom 55 (H): 0.113, atom 56 (H): 0.096, atom 57 (H): 0.073, atom 58 (H): 0.105, atom 59 (H): 0.064, atom 60 (H): 0.057, atom 61 (H): 0.107, atom 62 (H): 0.084, atom 63 (C): -0.005, atom 64 (C): -0.374, atom 65 (C): -0.160, atom 66 (C): -0.166, atom 67 (C): -0.109, atom 68 (C): -0.429, atom 69 (N): 0.158, atom 70 (O): 0.156, atom 71 (C): 0.010, atom 72 (C): 0.022, atom 73 (C): 0.038, atom 74 (H): 0.083, atom 75 (H): 0.082, atom 76 (H): 0.101, atom 77 (H): 0.136, atom 78 (H): 0.108, atom 79 (H): 0.130, atom 80 (H): 0.115, atom 81 (H): 0.128, atom 82 (H): 0.142, atom 83 (H): 0.098, atom 84 (H): 0.114, atom 85 (H): 0.087, atom 86 (H): 0.066, atom 87 (H): 0.107, atom 88 (H): 0.113, atom 89 (H): 0.064, atom 90 (H): 0.067, atom 91 (H): 0.088, atom 92 (C): -0.074, atom 93 (C): -0.217, atom 94 (C): -0.085, atom 95 (N): -0.230, atom 96 (C): 0.042, atom 97 (C): -0.064, atom 98 (C): -0.143, atom 99 (C): -0.124

=====

A cluster of 2 separate species, C6H14N3O3S2 in total at a distorted geometry, computed with wB97M-V/def2-TZVPD.

Geometry as XYZ:
```
28
Properties=species:S:1:pos:R:3
C 0.43523 -0.29895 0.31692
C 1.26528 -2.33437 -1.06736
C -3.57492 0.19878 -1.07573
C 1.92563 0.29297 2.21010
C -2.93093 0.85352 0.14116
C -1.45183 1.16305 -0.06294
N 2.26169 -2.50102 -0.23974
N -0.68963 -0.08514 -0.21465
N 1.47626 0.01085 0.88309
O 1.28589 2.41067 0.00800
O 1.81202 0.69964 -1.62230
O 3.53313 1.43190 -0.00949
S 3.36325 -1.32833 0.10420
S 2.19840 1.43231 -0.46688
H 0.52714 -3.11038 -1.18472
H 1.30691 -1.49494 -1.74290
H -4.65052 0.14766 -0.93583
H -3.38364 0.78048 -1.97303
H -3.22444 -0.81975 -1.23195
H 2.99346 0.49453 2.15282
H 1.40969 1.18434 2.57550
H 1.73412 -0.54227 2.88403
H -3.06314 0.22289 1.02127
H -3.42706 1.80363 0.33952
H -1.30465 1.73911 -0.98031
H -1.03861 1.73953 0.76248
H 2.31513 -3.36798 0.30041
H -1.10385 -0.72272 -0.89168
```

Values from the calculation:
net charge	+1
orbital gap (spin up / spin down)	8.1 / 8.1	eV
multiplicity	1
relative energy (zero: lowest compared OMol25 entry of this formula, charge and spin)	2.749	eV
LUMO level (spin up / spin down)	-4.55 / -4.55	eV

Quick look at the natural (NBO) charges, all values in e: atom 1 (C): 0.681, atom 2 (C): -0.131, atom 3 (C): -0.620, atom 4 (C): -0.427, atom 5 (C): -0.415, atom 6 (C): -0.221, atom 7 (N): -0.572, atom 8 (N): -0.509, atom 9 (N): -0.507, atom 10 (O): -0.896, atom 11 (O): -0.910, atom 12 (O): -0.849, atom 13 (S): 0.200, atom 14 (S): 2.522, atom 15 (H): 0.219, atom 16 (H): 0.245, atom 17 (H): 0.247, atom 18 (H): 0.218, atom 19 (H): 0.187, atom 20 (H): 0.260, atom 21 (H): 0.241, atom 22 (H): 0.237, atom 23 (H): 0.214, atom 24 (H): 0.240, atom 25 (H): 0.233, atom 26 (H): 0.237, atom 27 (H): 0.432, atom 28 (H): 0.443

=====

An isolated molecule of C5H13NS2 at a distorted geometry, computed with wB97M-V/def2-TZVPD.

Geometry as XYZ:
```
21
Properties=species:S:1:pos:R:3
C 0.01307 2.92561 0.03609
C 1.42043 2.71060 0.60363
C 1.93067 1.24563 0.61557
S 1.58448 0.38698 -0.94236
S 1.05476 -1.50853 -0.37075
C -0.76679 -1.40915 -0.16353
C -1.49299 -2.57092 -0.83511
N -1.86220 -3.60493 0.12255
H -0.48311 3.69581 0.60345
H -0.53243 1.97372 0.00764
H 0.04277 3.17058 -1.02762
H 1.45627 3.06384 1.63867
H 2.17416 3.29116 0.05498
H 3.00628 1.26647 0.76271
H 1.44144 0.71994 1.42483
H -0.95464 -1.39566 0.90443
H -1.09825 -0.45749 -0.57116
H -2.41178 -2.16942 -1.26183
H -0.93543 -2.93582 -1.70326
H -2.54676 -4.24188 -0.28040
H -1.03995 -4.15652 0.38149
```

Values from the calculation:
structure (SMILES)	CCCSSCCN
net charge	0
orbital gap	9.6	eV
multiplicity	1
relative energy (zero: lowest compared OMol25 entry of this formula, charge and spin)	0.321	eV
LUMO level	0.74	eV

Quick look at the natural (NBO) charges, all values in e: atom 1 (C): -0.623, atom 2 (C): -0.406, atom 3 (C): -0.533, atom 4 (S): 0.081, atom 5 (S): 0.068, atom 6 (C): -0.542, atom 7 (C): -0.237, atom 8 (N): -0.836, atom 9 (H): 0.214, atom 10 (H): 0.208, atom 11 (H): 0.214, atom 12 (H): 0.208, atom 13 (H): 0.199, atom 14 (H): 0.217, atom 15 (H): 0.222, atom 16 (H): 0.227, atom 17 (H): 0.231, atom 18 (H): 0.194, atom 19 (H): 0.179, atom 20 (H): 0.361, atom 21 (H): 0.354